No. 1
51
Properties=species:S:1:pos:R:3 method="wB97M-V/def2-TZVPD" largest_force_ev_per_a=0.37 total_energy_ha=-2535.03754 smiles="CCOC(=O)C(F)(F)F.CCOC(=O)C(F)(F)F.CCOC(=O)C(F)(F)F.O=C(O)N(O)S" homo_lumo_gap_ev=10.05
C 5.763 0.983 -1.172
C 5.862 0.806 -2.671
O 5.099 1.816 -3.366
C 5.696 2.988 -3.530
O 6.794 3.298 -3.180
C 4.760 3.938 -4.309
F 3.509 3.883 -3.838
F 4.736 3.584 -5.601
F 5.192 5.190 -4.220
H 4.724 0.998 -0.853
H 6.270 0.164 -0.665
H 6.223 1.920 -0.858
H 5.421 -0.137 -2.986
H 6.895 0.831 -3.016
C -1.380 3.140 2.559
C -2.674 2.485 2.138
O -3.800 3.372 2.325
C -4.007 4.256 1.363
O -3.377 4.399 0.357
C -5.259 5.097 1.694
F -5.261 5.490 2.971
F -6.362 4.364 1.480
F -5.314 6.175 0.919
H -1.442 3.486 3.591
H -0.566 2.424 2.476
H -1.152 4.000 1.929
H -2.895 1.620 2.758
H -2.641 2.161 1.099
C -3.294 -6.179 2.634
C -2.858 -6.811 1.332
O -3.297 -6.025 0.199
C -2.543 -4.991 -0.119
O -1.536 -4.626 0.415
C -3.121 -4.275 -1.358
F -4.438 -4.102 -1.267
F -2.857 -4.983 -2.462
F -2.538 -3.080 -1.473
H -4.374 -6.033 2.644
H -3.022 -6.825 3.467
H -2.816 -5.211 2.780
H -3.324 -7.783 1.189
H -1.777 -6.935 1.284
O 2.278 -1.540 1.999
C 1.984 -0.865 1.069
O 2.905 -0.327 0.223
N 0.610 -0.508 0.797
O 0.479 0.895 0.877
S 0.068 -1.134 -0.707
H 2.666 -0.524 -0.698
H 0.645 1.282 -0.001
H -0.652 -2.154 -0.218


No. 2
49
Properties=species:S:1:pos:R:3 method="wB97M-V/def2-TZVPD" largest_force_ev_per_a=0.52 total_energy_ha=-978.75196 relative_energy_kcal_mol=26.8 smiles="COc1ccc(NC(=O)NCCCN2CCCC[C@@H]2C)cc1" homo_lumo_gap_ev=8.39
C 5.770 1.822 -4.447
O 5.745 0.572 -3.805
C 4.541 0.090 -3.373
C 3.321 0.739 -3.512
C 2.157 0.159 -3.037
C 2.189 -1.081 -2.415
N 1.049 -1.714 -1.907
C -0.262 -1.303 -1.983
O -0.637 -0.271 -2.494
N -1.129 -2.218 -1.443
C -2.518 -1.884 -1.223
C -2.815 -1.531 0.236
C -2.081 -0.257 0.666
N -2.179 -0.053 2.099
C -3.431 0.563 2.495
C -3.605 0.487 4.008
C -2.433 1.170 4.702
C -1.135 0.535 4.217
C -1.009 0.585 2.689
C -0.722 2.009 2.188
C 3.415 -1.731 -2.275
C 4.574 -1.155 -2.746
H 6.813 2.002 -4.701
H 5.170 1.817 -5.363
H 5.417 2.622 -3.787
H 3.255 1.703 -3.992
H 1.215 0.669 -3.152
H 1.227 -2.618 -1.494
H -0.764 -2.969 -0.879
H -2.734 -1.030 -1.868
H -3.135 -2.734 -1.534
H -3.892 -1.404 0.347
H -2.505 -2.350 0.890
H -2.472 0.596 0.090
H -1.024 -0.367 0.411
H -4.243 0.015 2.012
H -3.501 1.614 2.164
H -4.549 0.955 4.292
H -3.637 -0.563 4.305
H -2.440 2.237 4.476
H -2.518 1.060 5.785
H -0.274 1.034 4.666
H -1.122 -0.512 4.527
H -0.149 -0.039 2.408
H -1.524 2.694 2.445
H 0.199 2.375 2.636
H -0.600 2.011 1.107
H 3.459 -2.698 -1.792
H 5.524 -1.655 -2.640


No. 3
73
Properties=species:S:1:pos:R:3 method="wB97M-V/def2-TZVPD" largest_force_ev_per_a=0.40 total_energy_ha=-3002.28491 spin_multiplicity=4 homo_lumo_gap_ev="5.34 / 7.27" charge=+4
Mn 0.762 0.005 -0.412
C 3.480 -0.448 -1.510
C 2.431 -0.710 -2.574
N 1.225 -1.304 -1.906
C 1.446 -2.724 -1.468
C 0.734 -3.033 -0.165
S 0.996 -1.730 1.083
C 2.816 -1.675 1.298
C 3.331 -0.281 0.987
N 2.820 0.198 -0.329
H 4.274 0.189 -1.900
H 3.955 -1.370 -1.181
H 2.807 -1.370 -3.357
H 2.116 0.220 -3.054
H 0.461 -1.309 -2.581
H 2.516 -2.885 -1.368
H 1.102 -3.403 -2.250
H 1.068 -3.982 0.257
H -0.350 -3.088 -0.279
H 3.254 -2.447 0.668
H 3.027 -1.938 2.334
H 4.423 -0.279 1.002
H 2.994 0.428 1.744
H 3.009 1.199 -0.372
O 0.561 1.560 0.572
C 0.568 2.198 1.693
C -0.472 1.955 2.713
C -1.591 2.932 2.199
C -1.181 4.394 1.915
C -0.348 4.671 0.641
C 1.154 4.328 0.743
N 1.294 3.288 1.807
H -0.138 2.262 3.705
H -0.825 0.927 2.743
H -2.364 2.930 2.968
H -2.031 2.501 1.294
H -0.704 4.831 2.798
H -2.115 4.946 1.806
H -0.434 5.729 0.396
H -0.795 4.128 -0.197
H 1.758 5.173 1.061
H 1.563 3.956 -0.192
H 1.251 3.694 2.735
C -7.059 -7.917 3.884
C -6.651 -6.637 3.284
C -5.333 -6.465 2.762
C -4.934 -5.300 2.181
C -5.862 -4.227 2.087
N -5.586 -3.024 1.497
C -4.371 -2.562 0.972
O -3.306 -3.105 1.124
N -4.532 -1.384 0.262
C -3.518 -0.706 -0.422
C -3.888 0.165 -1.451
C -2.919 0.855 -2.154
C -1.594 0.640 -1.829
N -1.228 -0.158 -0.816
C -2.164 -0.817 -0.109
C -7.186 -4.381 2.602
C -7.564 -5.548 3.182
H -6.242 -8.387 4.433
H -7.312 -8.614 3.070
H -7.941 -7.824 4.513
H -4.640 -7.293 2.834
H -3.935 -5.187 1.795
H -6.365 -2.379 1.482
H -5.469 -1.105 0.008
H -4.933 0.298 -1.707
H -3.184 1.527 -2.958
H -0.807 1.155 -2.375
H -1.836 -1.436 0.711
H -7.887 -3.558 2.528
H -8.566 -5.661 3.574